No. 1
{"formula": "C52H42Br3F7N3NaO4P", "method": "wB97M-V/def2-TZVPD", "species": ["Na", "O", "C", "C", "C", "C", "C", "C", "C", "O", "N", "N", "C", "C", "Br", "C", "C", "C", "C", "C", "C", "C", "H", "H", "H", "H", "H", "H", "H", "H", "H", "H", "H", "H", "H", "H", "O", "C", "C", "C", "N", "C", "Br", "C", "H", "H", "H", "H", "F", "C", "C", "F", "C", "F", "C", "P", "C", "C", "C", "C", "C", "C", "C", "C", "C", "C", "C", "C", "C", "Br", "C", "F", "H", "H", "H", "H", "H", "H", "H", "H", "H", "H", "F", "C", "F", "F", "C", "C", "C", "C", "C", "C", "C", "C", "H", "H", "H", "H", "C", "C", "O", "C", "C", "H", "H", "H", "H", "H", "H", "H", "H", "H", "H"], "xyz": [[17.687, 14.272, 13.644], [19.610, 13.536, 17.150], [18.816, 13.260, 18.138], [19.163, 13.620, 19.482], [18.542, 13.031, 20.529], [17.332, 12.249, 20.334], [16.866, 12.030, 19.058], [17.606, 12.500, 17.981], [17.149, 12.240, 16.521], [17.911, 12.936, 15.616], [15.764, 12.602, 16.444], [15.283, 13.301, 15.471], [13.950, 13.462, 15.401], [13.346, 14.496, 14.650], [14.548, 15.756, 13.810], [11.991, 14.770, 14.622], [11.017, 14.591, 15.671], [11.418, 14.327, 17.007], [10.478, 14.026, 17.956], [9.118, 14.053, 17.650], [8.688, 14.502, 16.411], [9.608, 14.764, 15.389], [18.854, 13.217, 16.250], [19.980, 14.350, 19.612], [18.978, 13.121, 21.499], [16.830, 11.757, 21.210], [15.875, 11.590, 18.874], [17.319, 11.129, 16.323], [15.214, 12.208, 17.193], [13.261, 12.746, 15.886], [11.641, 15.319, 13.731], [12.444, 14.461, 17.319], [10.785, 13.905, 18.988], [8.298, 13.685, 18.292], [7.610, 14.494, 16.275], [9.309, 15.029, 14.404], [21.929, 8.916, 8.323], [20.785, 9.438, 8.856], [19.491, 9.415, 8.283], [18.488, 10.065, 8.971], [18.616, 10.724, 10.172], [19.828, 10.723, 10.660], [20.059, 11.721, 12.245], [20.952, 10.086, 10.099], [21.922, 8.657, 7.387], [19.363, 9.035, 7.280], [17.478, 10.098, 8.559], [21.980, 10.111, 10.511], [11.638, 13.723, 6.429], [12.010, 13.046, 7.509], [11.230, 12.038, 8.079], [10.005, 11.748, 7.565], [11.719, 11.244, 9.136], [10.906, 10.205, 9.519], [12.956, 11.522, 9.716], [13.704, 10.619, 11.144], [14.094, 8.928, 10.533], [13.850, 8.511, 9.201], [14.392, 7.308, 8.749], [15.154, 6.473, 9.584], [15.262, 6.840, 10.934], [14.877, 8.091, 11.357], [12.111, 10.368, 12.043], [11.258, 11.460, 12.288], [10.180, 11.282, 13.143], [9.862, 10.050, 13.752], [10.667, 8.950, 13.419], [11.784, 9.122, 12.590], [13.612, 12.667, 9.243], [15.256, 13.431, 10.041], [13.212, 13.391, 8.155], [13.855, 14.523, 7.806], [13.219, 9.126, 8.535], [14.247, 7.041, 7.736], [15.545, 5.503, 9.193], [15.777, 6.266, 11.691], [15.129, 8.376, 12.371], [11.428, 12.440, 11.817], [9.483, 12.119, 13.391], [9.037, 9.895, 14.428], [10.469, 7.940, 13.793], [12.412, 8.283, 12.277], [22.580, 16.033, 6.576], [22.052, 16.908, 7.480], [23.136, 17.326, 8.232], [21.585, 18.041, 6.834], [20.974, 16.369, 8.361], [20.981, 16.474, 9.762], [19.965, 15.928, 10.533], [18.879, 15.284, 9.902], [18.821, 15.217, 8.519], [19.818, 15.814, 7.740], [17.870, 14.688, 10.652], [16.927, 14.248, 11.354], [21.801, 16.965, 10.268], [20.079, 15.842, 11.600], [17.981, 14.792, 7.984], [19.706, 15.887, 6.662], [14.644, 8.595, 15.889], [16.148, 8.269, 15.757], [16.613, 8.685, 14.457], [18.086, 8.669, 14.403], [18.516, 7.575, 13.441], [14.322, 8.473, 16.926], [14.050, 7.938, 15.258], [14.453, 9.624, 15.639], [16.418, 7.202, 15.981], [16.621, 8.889, 16.564], [18.450, 8.515, 15.453], [18.408, 9.721, 14.137], [17.840, 6.707, 13.502], [19.560, 7.297, 13.604], [18.451, 7.898, 12.399]], "lowdin_charge": [0.4014, -0.0307, -0.3304, -0.0416, -0.1151, -0.1197, -0.0983, -0.0897, -0.3778, -0.1530, 0.0164, 0.0556, -0.2086, -0.6247, 0.7503, -0.1421, -0.2128, -0.0558, -0.1004, -0.1198, -0.1097, -0.0283, 0.0204, 0.1136, 0.0797, 0.0939, 0.1002, 0.1487, 0.1247, 0.1267, 0.1017, 0.1099, 0.1001, 0.1016, 0.0953, 0.0910, 0.0468, -0.2997, -0.0131, -0.1126, 0.0541, -0.7652, 0.7838, -0.0460, 0.1193, 0.1055, 0.1109, 0.1216, 0.1196, -0.1390, -0.1178, 0.0811, -0.2037, 0.0686, -0.3481, 1.1275, -0.3649, -0.0729, -0.0985, -0.0802, -0.0952, -0.1161, -0.3784, -0.1023, -0.0911, -0.0882, -0.0900, -0.0991, -0.4973, 0.9192, -0.2797, 0.0406, 0.1034, 0.0809, 0.1083, 0.0938, 0.0904, 0.1160, 0.1052, 0.0890, 0.0982, 0.0898, 0.1190, -0.5092, 0.0813, 0.0956, -0.1326, -0.0167, -0.0157, -0.2729, -0.0181, -0.0015, -0.2365, -0.3632, 0.1116, 0.1055, 0.1150, 0.1162, -0.0706, -0.2827, -0.2032, -0.2400, -0.0775, 0.0708, 0.0640, 0.0579, 0.1250, 0.1018, 0.1156, 0.1050, 0.0743, 0.0709, 0.0638], "lumo_energy_ha": [0.062, 0.063], "orbital_gap_ev": [6.55, 6.56], "charge": -1, "homo_energy_ev": [-4.86, -4.86], "multiplicity": 1}

No. 2
{"formula": "C52H42Cl3O46V", "method": "wB97M-V/def2-TZVPD", "species": ["O", "V", "Cl", "O", "O", "O", "O", "Cl", "O", "O", "O", "O", "Cl", "O", "O", "O", "O", "C", "C", "C", "O", "C", "C", "C", "O", "O", "O", "H", "H", "H", "H", "C", "C", "C", "O", "C", "C", "C", "O", "O", "O", "H", "H", "H", "H", "C", "C", "C", "O", "C", "C", "C", "O", "O", "O", "H", "H", "H", "H", "C", "C", "C", "O", "C", "C", "C", "O", "O", "O", "H", "H", "H", "H", "C", "C", "C", "O", "C", "C", "C", "O", "O", "O", "H", "H", "H", "H", "C", "C", "C", "O", "C", "C", "C", "O", "O", "O", "H", "H", "H", "H", "C", "C", "C", "O", "C", "C", "C", "O", "O", "O", "H", "H", "H", "H", "C", "C", "C", "O", "C", "C", "C", "O", "O", "O", "H", "H", "H", "H", "C", "C", "O", "C", "C", "H", "H", "H", "H", "H", "H", "H", "H", "H", "H"], "xyz": [[1.517, 2.185, -2.875], [1.477, 2.746, -1.402], [0.428, 0.010, 0.277], [0.922, -1.221, -0.365], [-0.388, 0.641, -0.703], [-0.358, -0.217, 1.473], [1.487, 0.942, 0.461], [1.495, 6.101, -3.321], [1.473, 5.475, -4.590], [0.245, 6.724, -3.204], [1.619, 5.107, -2.238], [2.575, 7.037, -3.404], [4.906, 3.429, -1.552], [3.894, 3.385, -0.545], [5.546, 4.695, -1.588], [5.875, 2.409, -1.415], [4.349, 3.312, -2.880], [-0.306, 3.683, 4.064], [-0.205, 3.544, 2.733], [0.870, 4.115, 1.894], [1.017, 3.952, 0.693], [1.825, 4.929, 2.670], [1.779, 5.097, 3.962], [0.745, 4.488, 4.811], [0.610, 4.625, 6.034], [2.592, 5.906, 4.646], [-1.148, 2.939, 2.001], [-1.170, 3.219, 4.516], [2.621, 5.347, 2.071], [2.263, 5.943, 5.547], [-1.521, 2.225, 2.523], [-4.626, -2.852, -4.528], [-5.061, -3.112, -3.287], [-4.286, -2.788, -2.079], [-4.610, -3.115, -0.918], [-3.055, -2.050, -2.353], [-2.632, -1.611, -3.562], [-3.418, -2.007, -4.861], [-3.135, -1.593, -6.021], [-1.596, -0.700, -3.821], [-6.104, -3.925, -3.149], [-5.064, -3.386, -5.359], [-2.556, -1.578, -1.520], [-1.483, -0.589, -4.768], [-6.408, -4.163, -4.028], [-4.123, 1.162, 1.428], [-4.232, -0.183, 1.307], [-5.507, -0.988, 1.587], [-5.624, -2.195, 1.458], [-6.538, -0.094, 2.149], [-6.402, 1.257, 2.335], [-5.146, 1.959, 2.079], [-4.922, 3.150, 2.276], [-7.379, 2.146, 2.682], [-3.214, -0.946, 0.841], [-3.124, 1.519, 1.226], [-7.515, -0.549, 2.204], [-7.042, 3.029, 2.852], [-2.386, -0.463, 0.885], [4.197, 1.967, 3.381], [3.455, 1.047, 4.082], [3.536, -0.442, 3.785], [2.932, -1.295, 4.446], [4.389, -0.766, 2.658], [5.092, 0.154, 1.994], [5.227, 1.587, 2.366], [6.042, 2.463, 2.002], [5.735, -0.209, 0.867], [2.519, 1.395, 5.001], [4.153, 3.023, 3.606], [4.287, -1.768, 2.268], [6.295, 0.506, 0.557], [2.395, 0.606, 5.534], [4.124, -0.775, -4.149], [4.893, -1.729, -4.762], [5.208, -3.053, -4.074], [5.814, -3.989, -4.630], [4.546, -3.263, -2.764], [3.970, -2.193, -2.102], [3.732, -0.804, -2.706], [3.168, 0.145, -2.090], [3.503, -2.296, -0.787], [5.193, -1.551, -6.072], [3.837, 0.092, -4.726], [4.708, -4.157, -2.181], [2.974, -1.510, -0.631], [5.500, -2.370, -6.470], [0.621, -3.410, -3.758], [1.056, -3.098, -4.957], [2.029, -3.993, -5.713], [2.724, -3.698, -6.651], [2.104, -5.341, -5.187], [1.443, -5.706, -4.036], [0.716, -4.738, -3.081], [0.273, -5.024, -1.984], [1.533, -6.929, -3.538], [0.890, -1.879, -5.587], [0.000, -2.738, -3.184], [2.694, -6.037, -5.765], [0.889, -7.013, -2.831], [1.312, -1.920, -6.448], [-2.696, -1.549, 6.261], [-3.156, -0.579, 5.406], [-2.346, 0.518, 4.949], [-2.801, 1.341, 4.127], [-0.935, 0.466, 5.458], [-0.492, -0.578, 6.162], [-1.362, -1.634, 6.793], [-1.099, -2.487, 7.607], [0.770, -0.604, 6.615], [-4.432, -0.715, 4.862], [-3.286, -2.449, 6.361], [-0.204, 1.170, 5.087], [0.806, -1.378, 7.182], [-4.520, -1.637, 4.612], [0.514, -3.923, 1.016], [-0.836, -3.955, 0.824], [-1.811, -3.648, 1.904], [-3.144, -3.699, 1.715], [-1.174, -3.442, 3.207], [0.177, -3.323, 3.352], [1.142, -3.519, 2.267], [2.355, -3.470, 2.364], [0.742, -3.127, 4.498], [-1.418, -4.233, -0.384], [1.206, -4.184, 0.228], [-1.700, -3.463, 4.150], [1.677, -2.958, 4.358], [-0.733, -4.393, -1.037], [-2.978, 3.269, -0.925], [-1.684, 4.021, -1.187], [-0.818, 3.294, -2.102], [-1.326, 2.971, -3.390], [-1.948, 4.147, -4.193], [-2.963, 2.217, -1.208], [-3.318, 3.389, 0.104], [-3.724, 3.548, -1.669], [-1.800, 5.056, -1.510], [-1.166, 4.023, -0.228], [-0.495, 2.575, -3.974], [-2.110, 2.234, -3.219], [-2.319, 3.807, -5.160], [-1.329, 4.932, -4.626], [-2.819, 4.575, -3.696]], "lowdin_spin": [-0.3521, 1.3300, 0.0008, 0.0002, 0.0095, 0.0014, 0.0016, 0.0002, 0.0001, 0.0000, 0.0018, -0.0009, 0.0004, 0.0018, -0.0002, 0.0002, 0.0011, 0.0001, 0.0000, 0.0003, 0.0018, 0.0000, 0.0001, 0.0000, 0.0001, 0.0001, 0.0000, 0.0000, 0.0000, 0.0000, 0.0000, 0.0000, 0.0000, 0.0000, 0.0000, 0.0000, 0.0000, 0.0000, 0.0000, 0.0000, 0.0000, 0.0000, 0.0000, 0.0000, 0.0000, 0.0000, 0.0000, 0.0000, 0.0000, 0.0000, 0.0000, 0.0000, 0.0000, 0.0000, 0.0000, 0.0000, 0.0000, 0.0000, 0.0000, 0.0000, 0.0000, 0.0000, 0.0000, 0.0000, 0.0000, 0.0000, 0.0000, 0.0000, 0.0000, 0.0000, 0.0000, 0.0000, 0.0000, 0.0000, 0.0000, 0.0000, 0.0000, 0.0000, -0.0001, 0.0000, -0.0001, 0.0000, 0.0000, 0.0000, 0.0000, 0.0000, 0.0000, 0.0000, 0.0000, 0.0000, 0.0000, 0.0000, 0.0000, 0.0000, 0.0000, 0.0000, 0.0000, 0.0000, 0.0000, 0.0000, 0.0000, 0.0000, 0.0000, 0.0000, 0.0000, 0.0000, 0.0000, 0.0000, 0.0000, 0.0000, 0.0000, 0.0000, 0.0000, 0.0000, 0.0000, 0.0001, 0.0000, 0.0001, -0.0004, -0.0001, 0.0001, 0.0000, 0.0001, 0.0001, 0.0000, 0.0000, 0.0000, 0.0000, 0.0000, 0.0001, 0.0000, 0.0041, -0.0012, -0.0004, 0.0000, 0.0000, 0.0000, -0.0001, 0.0000, -0.0007, 0.0003, -0.0001, 0.0000, -0.0001], "lumo_energy_ha": [-0.032, -0.032], "orbital_gap_ev": [6.13, 6.13], "charge": -1, "homo_energy_ev": [-7.00, -7.00], "multiplicity": 2}

Calculated DFT total energy in order - -11396.569646; -7791.357547 a.u.
Calculated largest force on an atom in order - 3.31; 7.56 eV Å⁻¹